{
  "formula": "C5H9N2O2",
  "method": "wB97M-V/def2-TZVPD",
  "symbols": ["C", "C", "C", "C", "C", "N", "N", "O", "O", "H", "H", "H", "H", "H", "H", "H", "H", "H"],
  "xyz": [[-0.016094, 0.031279, -0.168727], [-0.524725, -0.137160, -1.671104], [1.130858, 0.995612, 1.656814], [0.427744, -0.303104, 2.047358], [-1.470897, -1.216071, -1.964054], [0.840105, 0.979869, 0.157514], [-0.391643, -0.652199, 0.926249], [-0.192247, 0.700253, -2.478501], [1.283036, 1.994652, -0.630641], [0.739256, 1.937093, 2.085815], [2.292406, 1.029088, 1.980962], [1.134871, -1.122443, 2.339068], [-0.376340, 0.017648, 2.870001], [-2.217336, -1.472114, -1.300948], [-0.965255, -2.210762, -2.289798], [-1.797621, -1.060004, -2.972013], [-0.718514, -1.573801, 0.883494], [0.822398, 2.062164, -1.471492]],
  "forces_ev_per_angstrom": [[0.49, 0.68, -0.67], [0.10, 0.97, 1.02], [2.46, 0.80, -0.28], [-1.52, 1.25, 3.34], [2.48, -2.35, -2.84], [-0.33, -0.42, 0.09], [0.49, 0.66, -1.68], [0.16, -0.56, 0.89], [1.14, 0.43, 1.43], [-0.24, -0.63, -0.36], [-2.57, -0.29, -1.44], [-0.83, 0.78, -0.09], [2.23, -1.29, -1.05], [-1.55, -0.13, 1.59], [-0.02, 1.33, 1.33], [-1.03, 0.82, -0.38], [-0.72, -1.33, -0.37], [-0.75, -0.73, -0.49]],
  "lowdin_charge": [-0.0828, -0.2824, -0.0279, -0.1343, 0.0132, -0.0519, 0.0838, 0.1459, 0.1078, 0.1350, 0.1867, 0.1501, 0.1796, 0.0685, 0.1573, 0.0977, 0.1440, 0.1096],
  "homo_lumo_gap_ha": 0.331,
  "relative_energy_kj_mol": 422.8,
  "e_tot_ha": -455.56570,
  "total_charge": 1,
  "spin_multiplicity": 1
}